Entry 1:
Here is 2 unconnected molecules or ions with the total composition C42H60N3O7 at a distorted geometry from the OMol25 dataset. Energies are from ωB97M-V/def2-TZVPD.

Calculated values
Strongest force on any atom ... 3.768 eV Å⁻¹
LUMO level ... -2.893 eV

```
! wB97M-V def2-TZVPD RIJCOSX def2/J DEFGRID3
* xyz 1 1
C 9.26 0.41 3.19
C 7.72 0.47 3.30
O 7.25 1.51 2.41
C 6.02 1.22 1.86
O 5.91 1.20 0.70
C 4.90 0.96 2.85
C 3.54 0.71 2.14
C 2.94 2.09 1.79
C 1.41 2.11 1.43
C 0.70 0.77 1.64
C -0.85 0.86 1.48
C -1.36 -0.07 0.37
C -1.09 -1.53 0.82
C -0.12 -2.29 -0.12
C -0.55 -2.26 -1.60
O 0.13 -1.24 -2.36
N -1.18 2.29 1.29
C -0.59 3.10 2.21
N -1.23 3.69 3.17
C -2.66 3.62 3.46
C -2.86 2.85 4.80
C -4.34 2.42 5.05
C -4.79 3.08 6.38
C -4.42 0.89 5.25
C -3.77 0.10 4.08
C -4.47 -1.22 3.89
C -5.02 -1.66 2.78
C -4.81 -1.05 1.41
C -5.97 -2.86 2.80
N 0.79 3.26 2.14
C 1.11 4.57 1.48
C 0.02 5.11 0.53
O 0.60 6.21 -0.19
C 0.67 5.92 -1.56
C 2.04 5.46 -2.02
O -0.25 6.05 -2.25
H 9.52 1.01 2.32
H 9.75 0.80 4.09
H 9.59 -0.61 3.01
H 7.29 -0.48 2.95
H 7.38 0.60 4.33
H 5.12 0.04 3.41
H 4.77 1.79 3.55
H 2.95 0.13 2.85
H 3.72 0.16 1.21
H 3.07 2.73 2.66
H 3.50 2.55 0.97
H 1.36 2.35 0.35
H 0.88 0.32 2.61
H 1.07 0.11 0.86
H -1.30 0.54 2.43
H -0.83 0.18 -0.56
H -2.43 0.12 0.22
H -2.02 -2.11 0.90
H -0.64 -1.55 1.83
H -0.16 -3.35 0.18
H 0.91 -1.94 0.00
H -0.27 -3.23 -2.04
H -1.64 -2.16 -1.67
H -0.53 -0.56 -2.55
H -2.15 2.48 1.10
H -0.66 4.25 3.80
H -2.99 4.65 3.66
H -3.29 3.25 2.65
H -2.60 3.57 5.58
H -2.14 2.03 4.86
H -5.01 2.76 4.25
H -5.04 4.14 6.24
H -3.95 3.05 7.09
H -5.62 2.51 6.82
H -5.48 0.63 5.25
H -3.96 0.63 6.21
H -3.82 0.76 3.20
H -2.70 -0.05 4.30
H -4.51 -1.87 4.76
H -5.77 -0.84 0.94
H -4.22 -0.13 1.51
H -4.30 -1.80 0.79
H -6.25 -3.09 3.83
H -6.84 -2.58 2.20
H -5.45 -3.69 2.32
H 2.05 4.50 0.93
H 1.27 5.30 2.29
H -0.24 4.33 -0.19
H -0.84 5.53 1.05
H 2.18 4.42 -1.70
H 2.77 6.09 -1.50
H 2.10 5.57 -3.10
C 2.34 -2.04 -5.40
C 1.03 -1.77 -5.02
C -0.01 -2.53 -5.53
C 0.25 -3.56 -6.42
C 1.57 -3.83 -6.81
C 2.61 -3.07 -6.29
C 1.86 -4.90 -7.80
O 3.01 -5.13 -8.13
C 0.73 -5.68 -8.37
C 0.98 -6.64 -9.33
C -0.06 -7.38 -9.86
C -1.36 -7.17 -9.42
C -1.62 -6.20 -8.46
C -0.58 -5.44 -7.94
C -0.87 -4.39 -6.94
O -2.01 -4.19 -6.55
H 3.15 -1.45 -4.99
H 0.82 -0.96 -4.34
H -1.03 -2.32 -5.24
H 3.63 -3.28 -6.58
H 1.99 -6.82 -9.67
H 0.14 -8.13 -10.61
H -2.18 -7.75 -9.83
H -2.64 -6.03 -8.12
*
```

Here are the Löwdin charges for atoms 1 to 99, given in e: number 1, C, carries -0.050; number 2, C, carries -0.226; number 3, O, carries -0.032; number 4, C, carries -0.508; number 5, O, carries 0.177; number 6, C, carries -0.091; number 7, C, carries -0.173; number 8, C, carries -0.122; number 9, C, carries -0.251; number 10, C, carries -0.069; number 11, C, carries -0.279; number 12, C, carries -0.127; number 13, C, carries -0.175; number 14, C, carries -0.166; number 15, C, carries -0.231; number 16, O, carries -0.101; number 17, N, carries 0.138; number 18, C, carries -0.326; number 19, N, carries 0.159; number 20, C, carries -0.119; number 21, C, carries -0.143; number 22, C, carries -0.357; number 23, C, carries -0.069; number 24, C, carries -0.171; number 25, C, carries -0.196; number 26, C, carries -0.098; number 27, C, carries -0.345; number 28, C, carries -0.051; number 29, C, carries -0.047; number 30, N, carries -0.012; number 31, C, carries -0.086; number 32, C, carries -0.154; number 33, O, carries -0.041; number 34, C, carries -0.548; number 35, C, carries 0.036; number 36, O, carries 0.195; number 37, H, carries 0.084; number 38, H, carries 0.074; number 39, H, carries 0.076; number 40, H, carries 0.119; number 41, H, carries 0.119; number 42, H, carries 0.119; number 43, H, carries 0.129; number 44, H, carries 0.104; number 45, H, carries 0.123; number 46, H, carries 0.118; number 47, H, carries 0.119; number 48, H, carries 0.151; number 49, H, carries 0.124; number 50, H, carries 0.121; number 51, H, carries 0.128; number 52, H, carries 0.109; number 53, H, carries 0.101; number 54, H, carries 0.100; number 55, H, carries 0.112; number 56, H, carries 0.115; number 57, H, carries 0.109; number 58, H, carries 0.119; number 59, H, carries 0.127; number 60, H, carries 0.083; number 61, H, carries 0.144; number 62, H, carries 0.187; number 63, H, carries 0.136; number 64, H, carries 0.118; number 65, H, carries 0.108; number 66, H, carries 0.112; number 67, H, carries 0.139; number 68, H, carries 0.083; number 69, H, carries 0.080; number 70, H, carries 0.082; number 71, H, carries 0.122; number 72, H, carries 0.127; number 73, H, carries 0.087; number 74, H, carries 0.102; number 75, H, carries 0.122; number 76, H, carries 0.087; number 77, H, carries 0.041; number 78, H, carries 0.079; number 79, H, carries 0.078; number 80, H, carries 0.081; number 81, H, carries 0.084; number 82, H, carries 0.125; number 83, H, carries 0.133; number 84, H, carries 0.128; number 85, H, carries 0.131; number 86, H, carries 0.085; number 87, H, carries 0.095; number 88, H, carries 0.094; number 89, C, carries -0.047; number 90, C, carries -0.066; number 91, C, carries -0.002; number 92, C, carries -0.083; number 93, C, carries -0.082; number 94, C, carries 0.001; number 95, C, carries -0.278; number 96, O, carries 0.109; number 97, C, carries -0.083; number 98, C, carries 0.001; number 99, C, carries -0.053


Entry 2:
Here is 9 unconnected molecules or ions with the total composition C42H60O18 at a distorted geometry from the OMol25 dataset. Energies are from ωB97M-V/def2-TZVPD.

Calculated values
Strongest force on any atom ... 3.802 eV Å⁻¹
Energy relative to the best compared isomer or geometry (same formula, charge and spin) ... 22.31 kcal per mole
LUMO level ... -1.491 eV

```
! wB97M-V def2-TZVPD RIJCOSX def2/J DEFGRID3
* xyz 0 1
O 0.18 -3.98 -1.69
C 0.30 -4.01 -2.89
C -0.45 -5.00 -3.74
C -0.15 -5.12 -5.01
C 0.87 -4.26 -5.66
O 1.29 -4.44 -6.80
C 1.46 -3.20 -4.86
C 1.15 -3.03 -3.60
H -1.24 -5.52 -3.26
H -0.74 -5.88 -5.62
H 2.22 -2.61 -5.46
H 1.52 -2.24 -2.98
O -0.66 0.73 7.59
C 0.24 0.13 7.04
C 1.29 -0.49 7.89
C 2.12 -1.42 7.44
C 2.09 -1.88 6.01
O 2.86 -2.72 5.55
C 1.18 -1.08 5.12
C 0.37 -0.15 5.61
H 1.11 -0.30 8.92
H 2.85 -1.84 8.11
H 1.21 -1.30 4.07
H -0.35 0.31 4.97
O -4.41 6.11 -5.46
C -3.85 5.48 -4.61
C -3.71 4.02 -4.70
C -2.95 3.30 -3.87
C -2.29 3.95 -2.73
O -1.74 3.36 -1.83
C -2.39 5.49 -2.62
C -3.11 6.17 -3.49
H -4.26 3.47 -5.46
H -2.74 2.25 -3.95
H -1.90 5.95 -1.75
H -3.25 7.24 -3.41
C -1.36 3.68 2.89
C -2.22 4.26 1.85
O -3.45 4.80 2.49
C -3.55 6.13 2.68
C -4.71 6.51 3.48
O -2.73 6.95 2.28
H -0.48 3.15 2.33
H -1.81 2.89 3.55
H -0.97 4.37 3.64
H -1.75 5.06 1.30
H -2.55 3.54 1.11
H -5.61 5.94 3.15
H -5.02 7.51 3.37
H -4.46 6.31 4.53
C 5.14 4.41 6.52
C 4.43 3.32 5.77
O 2.99 3.47 5.57
C 2.22 3.38 6.67
C 0.78 3.69 6.40
O 2.65 3.09 7.77
H 5.07 4.41 7.56
H 4.84 5.38 6.10
H 6.20 4.30 6.39
H 4.91 3.34 4.70
H 4.58 2.26 6.11
H 0.03 3.49 7.17
H 0.36 3.26 5.47
H 0.60 4.71 6.11
C 6.85 0.32 -0.21
C 5.45 0.04 -0.73
O 4.99 -1.28 -0.45
C 3.92 -1.73 -1.10
C 3.58 -3.08 -0.61
O 3.27 -1.11 -1.93
H 7.63 -0.28 -0.72
H 6.92 0.21 0.82
H 6.88 1.38 -0.42
H 4.71 0.79 -0.39
H 5.63 0.12 -1.84
H 4.12 -3.39 0.25
H 3.87 -3.77 -1.40
H 2.54 -3.25 -0.51
C -1.62 -3.15 -7.54
C -1.95 -1.77 -7.03
O -1.04 -1.36 -6.02
C -1.42 -0.21 -5.38
C -0.37 0.27 -4.41
O -2.44 0.39 -5.57
H -1.45 -3.84 -6.68
H -0.78 -3.20 -8.19
H -2.44 -3.60 -8.08
H -1.77 -1.00 -7.81
H -2.99 -1.72 -6.66
H -0.76 0.39 -3.39
H 0.10 1.20 -4.74
H 0.39 -0.49 -4.36
C -4.49 -5.75 -0.61
C -4.41 -6.22 -2.00
O -4.65 -5.08 -2.84
C -3.99 -4.87 -4.01
C -4.16 -3.56 -4.67
O -3.20 -5.69 -4.43
H -3.55 -5.30 -0.26
H -4.71 -6.60 0.03
H -5.34 -5.07 -0.58
H -3.43 -6.69 -2.17
H -5.11 -7.03 -2.23
H -4.32 -3.82 -5.68
H -3.21 -3.02 -4.51
H -5.03 -3.00 -4.37
C -0.01 -2.74 1.79
C 0.45 -1.64 0.79
O 1.79 -1.25 1.21
C 1.95 -0.10 1.86
C 3.43 0.06 2.23
O 1.03 0.61 2.19
H 0.68 -3.52 1.85
H -1.00 -3.20 1.37
H -0.23 -2.21 2.76
H 0.54 -1.91 -0.30
H -0.26 -0.84 0.80
H 3.64 1.09 1.97
H 4.00 -0.69 1.74
H 3.54 0.06 3.31
*
```

Here are the Löwdin charges for atoms 1 to 99, given in e: number 1, O, carries 0.092; number 2, C, carries -0.349; number 3, C, carries 0.018; number 4, C, carries -0.001; number 5, C, carries -0.401; number 6, O, carries 0.089; number 7, C, carries 0.003; number 8, C, carries 0.009; number 9, H, carries 0.094; number 10, H, carries 0.150; number 11, H, carries 0.158; number 12, H, carries 0.090; number 13, O, carries 0.109; number 14, C, carries -0.392; number 15, C, carries 0.018; number 16, C, carries 0.024; number 17, C, carries -0.342; number 18, O, carries 0.088; number 19, C, carries 0.031; number 20, C, carries 0.027; number 21, H, carries 0.118; number 22, H, carries 0.116; number 23, H, carries 0.078; number 24, H, carries 0.115; number 25, O, carries 0.119; number 26, C, carries -0.397; number 27, C, carries 0.031; number 28, C, carries 0.021; number 29, C, carries -0.365; number 30, O, carries 0.086; number 31, C, carries 0.027; number 32, C, carries 0.004; number 33, H, carries 0.131; number 34, H, carries 0.093; number 35, H, carries 0.122; number 36, H, carries 0.118; number 37, C, carries -0.089; number 38, C, carries -0.206; number 39, O, carries -0.018; number 40, C, carries -0.547; number 41, C, carries 0.007; number 42, O, carries 0.072; number 43, H, carries 0.114; number 44, H, carries 0.093; number 45, H, carries 0.066; number 46, H, carries 0.108; number 47, H, carries 0.115; number 48, H, carries 0.108; number 49, H, carries 0.069; number 50, H, carries 0.103; number 51, C, carries -0.081; number 52, C, carries -0.213; number 53, O, carries -0.026; number 54, C, carries -0.528; number 55, C, carries 0.011; number 56, O, carries 0.091; number 57, H, carries 0.048; number 58, H, carries 0.098; number 59, H, carries 0.073; number 60, H, carries 0.147; number 61, H, carries 0.129; number 62, H, carries 0.095; number 63, H, carries 0.077; number 64, H, carries 0.077; number 65, C, carries -0.063; number 66, C, carries -0.229; number 67, O, carries -0.017; number 68, C, carries -0.544; number 69, C, carries 0.030; number 70, O, carries 0.083; number 71, H, carries 0.095; number 72, H, carries 0.048; number 73, H, carries 0.083; number 74, H, carries 0.126; number 75, H, carries 0.138; number 76, H, carries 0.087; number 77, H, carries 0.100; number 78, H, carries 0.054; number 79, C, carries -0.050; number 80, C, carries -0.229; number 81, O, carries -0.024; number 82, C, carries -0.518; number 83, C, carries 0.035; number 84, O, carries 0.101; number 85, H, carries 0.060; number 86, H, carries 0.069; number 87, H, carries 0.084; number 88, H, carries 0.140; number 89, H, carries 0.111; number 90, H, carries 0.097; number 91, H, carries 0.100; number 92, H, carries 0.047; number 93, C, carries -0.076; number 94, C, carries -0.250; number 95, O, carries -0.007; number 96, C, carries -0.507; number 97, C, carries 0.035; number 98, O, carries 0.070; number 99, H, carries 0.087


strongest force on any atom of number 1 (C42H60N3O7)? 3.768 eV Å⁻¹


The lowest strongest force on any atom belongs to which entry? C42H60N3O7


The highest strongest force on any atom belongs to which entry? C42H60O18


Which of these has the highest LUMO level? C42H60O18